This record from the Open Molecules 2025 dataset describes a molecular structure, C21H43AlN2OP3S at a distorted geometry. The level of theory is ωB97M-V/def2-TZVPD.

XYZ file:
```
72
Properties=species:S:1:pos:R:3:forces:R:3:lowdin_charge:R:1
Al -0.032 -0.396 -0.434 -0.1831 -0.0670 1.3445 -0.08
P 0.569 -2.442 -1.328 -0.1599 -1.8510 -0.4322 0.77
P 2.192 -0.146 0.926 1.5808 0.6014 -0.5211 0.79
P -2.565 -0.018 -0.202 -1.2709 0.4592 -0.4043 0.77
H 1.223 3.372 -0.252 -0.2328 0.3065 0.0844 0.05
C 0.281 3.832 0.070 0.1702 0.3097 1.1543 -0.09
C 0.159 4.410 1.294 -0.0535 -0.5506 -1.3656 -0.02
H 0.980 4.475 2.011 -0.1828 -0.1875 -0.2763 0.07
C 1.832 -2.461 -2.618 0.2331 0.2573 -0.4356 -0.22
C 1.266 -3.680 -0.187 -0.0487 0.2184 0.4153 -0.22
C -0.845 -3.363 -2.030 -0.1210 0.2622 -0.0817 -0.20
C 2.580 1.397 1.822 -0.2498 0.4693 -0.0495 -0.22
C 2.751 -1.322 2.223 -0.4020 -0.5393 0.0363 -0.23
C 3.665 -0.226 -0.162 -0.1395 0.1468 -0.2679 -0.24
C -2.858 1.598 0.605 0.4387 0.1960 0.0717 -0.23
C -3.600 -1.095 0.862 0.4246 -0.3899 0.1501 -0.25
C -3.681 0.164 -1.639 0.2470 -0.1217 -0.3643 -0.22
H -0.502 3.909 -0.692 0.0929 0.0603 0.3365 0.05
H -0.766 4.913 1.569 0.1664 -0.0212 -0.0411 0.07
H 1.335 -2.507 -3.592 0.1922 -0.0400 0.0736 0.07
H 2.434 -3.365 -2.467 -0.1275 0.1968 -0.1728 0.08
H 2.490 -1.585 -2.596 -0.0841 -0.2443 0.0466 0.05
H 1.182 -4.639 -0.723 0.1187 0.2746 0.2563 0.08
H 0.720 -3.732 0.762 0.1204 -0.0759 -0.2295 0.04
H 2.322 -3.453 0.000 -0.2359 -0.1288 0.0190 0.06
H -0.430 -4.285 -2.476 -0.3133 0.3357 0.1509 0.08
H -1.356 -2.769 -2.804 0.1704 -0.2642 0.2071 0.07
H -1.566 -3.618 -1.235 0.2969 0.0249 -0.3018 0.07
H 3.674 1.467 1.896 -0.2950 0.0172 0.0172 0.08
H 2.170 1.373 2.835 0.0034 0.0456 -0.1971 0.04
H 2.195 2.276 1.295 0.1894 -0.1128 0.1819 0.02
H 3.825 -1.502 2.089 -0.2325 0.0901 -0.0466 0.08
H 2.219 -2.274 2.176 0.1477 0.0726 0.0419 0.02
H 2.610 -0.887 3.216 -0.1051 -0.0395 -0.1671 0.05
H 4.530 0.092 0.442 -0.1967 -0.2395 -0.4052 0.07
H 3.535 0.463 -1.009 0.1971 -0.2167 0.1514 0.06
H 3.816 -1.251 -0.533 0.0477 0.3589 0.0707 0.05
H -3.892 1.894 0.377 0.3264 -0.0469 0.1927 0.07
H -2.174 2.371 0.228 -0.2518 -0.0649 0.1663 0.02
H -2.743 1.498 1.690 -0.0279 0.1148 -0.1786 0.05
H -4.645 -0.758 0.828 0.2902 0.0658 -0.1805 0.08
H -3.249 -1.083 1.900 -0.1382 -0.0078 -0.3384 0.03
H -3.548 -2.122 0.487 -0.1080 0.0842 0.1293 0.06
H -4.556 0.762 -1.340 0.2829 -0.3122 -0.1367 0.07
H -4.014 -0.831 -1.965 0.0752 0.2951 -0.0404 0.07
H -3.164 0.664 -2.465 -0.2092 -0.1074 0.0555 0.04
C -0.082 1.197 -3.166 -0.3272 0.3595 -1.0255 -0.24
C 0.566 0.428 -4.118 -0.2637 -0.1632 -0.1100 0.00
C 0.254 0.645 -5.472 0.1002 -0.0096 0.4185 -0.02
C -0.668 1.627 -5.830 -0.1175 0.0366 -0.0453 -0.03
C -1.296 2.395 -4.847 0.3311 0.0042 0.4403 -0.02
C -0.976 2.211 -3.490 -0.1986 -0.3345 -0.1223 -0.02
O 0.212 0.924 -1.783 -0.0661 0.4217 2.0049 -0.07
H -0.081 1.653 -1.172 0.3954 0.4000 -1.3198 0.08
H 1.269 -0.353 -3.823 -0.1928 0.4506 -0.1759 0.09
H 0.744 0.033 -6.230 -0.1503 0.2555 0.2099 0.13
H -0.908 1.805 -6.883 0.1076 -0.1364 0.4410 0.13
H -2.028 3.153 -5.122 0.2429 -0.1589 0.0624 0.13
H -1.453 2.817 -2.710 0.1442 -0.1894 -0.3260 0.12
C 0.078 -2.057 4.800 -0.0060 -0.3704 0.2313 0.01
N -0.101 -0.658 4.407 0.0587 0.2098 -0.5213 -0.10
C -0.041 0.409 5.297 0.0074 -0.5238 0.0617 0.01
C -0.241 1.539 4.601 0.0654 -0.4870 -0.6597 -0.01
N -0.421 1.154 3.278 0.0241 -0.4842 0.0798 0.09
C -0.329 -0.196 3.159 0.1379 0.3741 0.1899 -0.60
S -0.524 -1.205 1.742 -0.4682 -0.3206 1.5087 0.69
H -0.705 -2.681 4.359 0.1117 0.1945 0.0759 0.10
H 1.062 -2.450 4.502 -0.3179 0.3065 0.0641 0.10
H -0.009 -2.093 5.891 0.0409 -0.1078 -0.3046 0.11
H 0.132 0.230 6.345 -0.0212 0.1235 -0.0269 0.15
H -0.242 2.559 4.894 -0.0872 0.5198 0.2121 0.13
H -0.580 1.795 2.516 0.0056 -0.0050 -0.0829 0.12
```
Forces are in eV/Å.

Output
total energy = -72778.0966 eV
net charge = +3
lowest unoccupied orbital energy = -9.1 eV
Kohn-Sham gap = 7.934 eV

=====

This record from the Open Molecules 2025 dataset describes a molecular structure, C21H43BHfO2P2 at a distorted geometry. The level of theory is ωB97M-V/def2-TZVPD.

XYZ file:
```
70
Properties=species:S:1:pos:R:3:forces:R:3:lowdin_charge:R:1
P -0.222 2.965 0.637 -0.2007 0.1746 1.3737 0.82
P 0.280 -1.565 -0.662 0.2739 1.5327 0.8491 0.94
C 1.236 1.545 -0.416 -1.1829 -1.1826 1.0905 -0.41
C 0.953 0.248 -1.251 0.2927 0.6106 -1.2648 -0.32
H 1.791 1.315 0.590 0.3855 1.0448 -1.8750 -0.02
H 1.711 2.394 -0.910 0.1621 -0.6645 0.0901 0.08
H 0.327 0.517 -2.127 0.0858 -0.2248 0.6902 0.11
H 1.926 -0.074 -1.658 -0.5582 -0.2791 0.3106 0.07
C 1.553 -2.561 0.193 0.1247 -0.1571 0.4397 -0.23
H 1.210 -3.607 0.139 0.1089 0.2573 -0.0826 0.08
H 1.655 -2.319 1.262 -0.0525 -0.1123 -0.2747 0.05
H 2.548 -2.476 -0.280 -0.4968 0.0249 0.0731 0.08
C 0.280 -2.353 -2.313 -0.4544 -0.0643 -0.4082 -0.16
H 1.114 -3.062 -2.440 -0.1843 0.3611 0.4056 0.09
H 0.347 -1.595 -3.101 -0.0708 -0.0714 0.2179 0.07
H -0.675 -2.873 -2.411 0.3278 0.0277 -0.1349 0.05
C -0.018 4.079 2.063 0.2757 0.1388 0.1260 -0.30
H -1.051 4.453 2.172 0.4777 0.2441 0.2039 0.06
H 0.714 4.889 1.916 -0.5033 -0.1574 0.2408 0.06
H 0.248 3.503 2.958 -0.2039 0.2871 -0.1580 0.03
C -0.215 4.136 -0.739 0.1300 0.0777 -0.5771 -0.26
H -0.073 3.656 -1.714 -0.1848 0.0733 0.1953 0.06
H 0.560 4.916 -0.630 -0.4010 -0.2502 0.0125 0.06
H -1.222 4.574 -0.708 0.3776 0.2157 -0.1680 0.06
Hf 0.127 0.466 1.047 -1.5736 0.6703 -0.8834 1.24
C 3.724 0.790 -0.277 1.1092 -1.5175 0.8349 -0.13
C 3.442 0.236 0.933 1.1630 0.3986 -1.0547 -0.16
C 4.254 0.578 2.140 0.0400 0.3933 0.6624 -0.16
C 4.301 2.102 2.411 0.4405 -0.1062 0.4870 -0.17
C 3.007 2.788 2.073 0.4917 1.0002 -0.1590 -0.11
C 2.863 3.434 0.903 0.2536 0.7250 0.9156 -0.17
C 3.854 3.379 -0.217 0.7098 0.0153 -0.2052 -0.15
C 4.574 2.006 -0.453 0.9899 0.2579 -0.8208 -0.16
C -1.914 0.810 0.194 -1.3015 0.0799 -0.4596 -0.30
H 3.521 0.280 -1.231 -0.5934 0.4584 0.6368 0.11
H 2.610 -0.461 1.143 0.7350 -0.3374 -0.6830 0.05
H 5.296 0.239 1.969 -0.5878 -0.1328 0.3676 0.14
H 3.810 0.076 3.019 0.4842 0.0608 -0.2923 0.12
H 4.532 2.269 3.482 -0.1221 -0.0779 -0.5159 0.13
H 5.145 2.542 1.844 -0.6644 -0.1119 0.5550 0.11
H 2.282 2.879 2.894 0.1855 0.1213 -0.4660 0.10
H 2.083 4.200 0.761 0.2875 -0.8292 0.0829 0.07
H 4.675 4.111 -0.028 -0.5890 -0.2603 -0.2168 0.15
H 3.364 3.689 -1.161 0.2771 -0.0448 0.4514 0.12
H 4.905 2.035 -1.507 -0.0403 -0.0602 0.4704 0.13
H 5.509 1.969 0.134 -0.5202 -0.1246 -0.2720 0.12
H -2.155 0.561 -0.856 0.1049 -0.2594 0.2733 0.04
H -2.090 1.917 0.280 -0.1711 -1.4860 -0.2549 -0.03
H -2.716 0.377 0.818 0.1944 0.0248 -0.0887 0.03
C -2.916 -4.633 -0.242 0.3125 -0.0797 0.2505 0.00
C -3.298 -3.312 -0.905 -1.3984 -0.1637 0.8798 -0.51
C -3.902 -3.639 -2.242 -0.4103 0.1876 -0.2740 0.01
O -2.177 -2.459 -1.077 2.2282 1.1288 1.5510 -0.06
B -1.904 -1.753 0.158 -3.4288 -2.4427 -2.7346 -0.44
O -3.113 -1.840 0.894 2.7262 0.9654 0.5980 0.07
C -4.144 -2.408 0.061 -0.8874 -0.8491 -1.8639 -0.47
C -4.884 -1.312 -0.726 -0.3925 0.2338 -0.0393 0.00
C -5.177 -3.178 0.848 -0.1289 0.0583 0.6575 0.01
H -2.627 -4.524 0.813 0.1636 0.0308 -0.3456 0.10
H -2.121 -5.112 -0.823 0.0354 0.0736 0.1946 0.10
H -3.762 -5.325 -0.257 0.0471 0.1729 -0.0341 0.10
H -3.191 -4.213 -2.849 -0.1340 0.1609 0.0948 0.10
H -4.776 -4.278 -2.069 0.0972 0.1608 -0.1990 0.11
H -4.219 -2.741 -2.781 0.1438 -0.2450 -0.0419 0.09
H -5.623 -1.765 -1.412 0.4231 -0.0181 0.3431 0.10
H -5.509 -0.726 -0.029 0.5973 0.0888 -0.2881 0.11
H -4.238 -0.673 -1.359 -0.2287 -0.2186 0.5470 0.10
H -4.725 -3.922 1.512 -0.1980 0.1828 -0.0959 0.10
H -5.797 -2.487 1.434 0.2841 -0.1989 0.0383 0.10
H -5.877 -3.676 0.166 0.3165 0.0065 0.0212 0.11
```
Forces are in eV/Å.

Output
total energy = -47105.8174 eV
ΔE to the lowest compared entry with this formula, charge and spin = 3.145 eV
net charge = +2
lowest unoccupied orbital energy (spin up / spin down) = -7.5 / -7.4 eV
Kohn-Sham gap (spin up / spin down) = 4.852 / 4.810 eV